No. 1
The following is a quantum chemistry calculation of C19H25BrN4O4PdS2 as an isolated structure, from the Open Molecules 2025 dataset.

Values from the calculation:
relative energy (zero: lowest compared OMol25 entry of this formula, charge and spin)	1.179	eV
HOMO-LUMO gap	7.182	eV

```
! wB97M-V def2-TZVPD RIJCOSX def2/J DEFGRID3
* xyz 0 1
Pd -0.586 -0.478 1.158
C 0.794 -0.642 6.083
C 1.145 -0.801 4.629
C 1.223 -2.061 4.038
C 1.520 -2.201 2.694
C 1.755 -1.074 1.898
C 1.738 0.191 2.501
C 1.415 0.315 3.843
S 2.059 -1.325 0.133
O 3.446 -0.999 -0.082
O 1.635 -2.687 -0.106
N 1.024 -0.377 -0.599
C 1.400 1.015 -0.781
C 0.577 1.996 0.056
O 0.714 3.194 -0.079
O -0.287 1.474 0.898
H 0.451 -1.582 6.512
H 0.008 0.103 6.214
H 1.659 -0.306 6.659
H 1.045 -2.946 4.638
H 1.571 -3.177 2.232
H 2.047 1.066 1.946
H 1.400 1.303 4.288
H 1.263 1.304 -1.825
H 2.457 1.182 -0.553
Br -6.734 2.238 1.394
C -5.052 1.398 1.308
C -4.654 0.542 2.320
C -3.414 -0.058 2.210
N -2.596 0.165 1.180
C -2.984 1.003 0.216
C -4.213 1.634 0.234
H -5.285 0.343 3.173
H -3.063 -0.754 2.960
H -2.282 1.173 -0.586
H -4.493 2.305 -0.565
C -4.399 -3.299 -1.693
C -3.370 -4.415 -1.575
N -2.417 -4.201 -0.480
C -1.657 -3.088 -0.311
S -1.368 -2.646 1.338
N -1.128 -2.425 -1.316
C -0.960 -2.862 -2.703
C -0.103 -4.114 -2.813
H -5.172 -3.567 -2.414
H -3.931 -2.370 -2.024
H -4.877 -3.111 -0.730
H -2.833 -4.546 -2.510
H -3.851 -5.370 -1.368
H -2.767 -4.519 0.411
H -0.447 -1.703 -1.057
H -0.467 -2.026 -3.197
H -1.928 -2.982 -3.189
H 0.846 -3.954 -2.300
H 0.094 -4.339 -3.862
H -0.593 -4.977 -2.361
*
```



No. 2
The following is a quantum chemistry calculation of C19H25Cl2N4O2V as an isolated structure, from the Open Molecules 2025 dataset.

Values from the calculation:
relative energy (zero: lowest compared OMol25 entry of this formula, charge and spin)	0.115	eV
HOMO-LUMO gap (spin up / spin down)	6.805 / 7.472	eV

```
! wB97M-V def2-TZVPD RIJCOSX def2/J DEFGRID3
* xyz 3 2
V 0.046 -0.321 -0.024
C -2.555 -0.087 -1.466
C -1.503 -0.255 -2.537
N -0.227 0.336 -2.013
C -0.197 1.831 -2.104
C -0.417 2.460 -0.757
C -0.636 3.807 -0.575
C -0.791 4.291 0.720
C -0.727 3.421 1.803
C -0.502 2.084 1.562
C -0.363 1.040 2.631
N -0.491 -0.321 2.031
C -1.867 -0.908 2.163
C -2.727 -0.396 1.030
N -1.986 -0.690 -0.229
N -0.347 1.616 0.301
H -3.492 -0.575 -1.735
H -2.769 0.964 -1.262
H -1.786 0.225 -3.474
H -1.317 -1.311 -2.742
H 0.548 -0.029 -2.567
H -0.950 2.172 -2.817
H 0.772 2.137 -2.501
H -0.687 4.473 -1.427
H -0.966 5.347 0.885
H -0.853 3.781 2.816
H -1.103 1.178 3.421
H 0.619 1.122 3.100
H 0.153 -0.952 2.511
H -2.288 -0.663 3.138
H -1.765 -1.994 2.112
H -2.886 0.681 1.086
H -3.704 -0.881 1.018
H -2.006 -1.710 -0.357
C 3.063 0.010 -1.641
C 2.532 0.751 -0.581
C 2.562 0.224 0.720
C 3.186 -1.008 0.963
C 3.723 -1.725 -0.089
C 3.646 -1.223 -1.392
H 3.100 0.431 -2.640
H 2.233 1.782 -0.725
H 2.309 0.862 1.562
H 3.281 -1.374 1.977
H 4.238 -2.659 0.096
H 4.094 -1.779 -2.206
Cl 1.057 -4.276 -1.760
C 0.165 -4.298 -0.262
Cl -1.589 -4.053 -0.502
C 0.573 -3.179 0.663
O 0.722 -3.199 1.828
O 0.566 -1.912 0.000
H 0.311 -5.246 0.250
*
```



No. 3
The following is a quantum chemistry calculation of one molecule with the formula C19H25Cl4N3O2, from the Open Molecules 2025 dataset.

Values from the calculation:
relative energy (zero: lowest compared OMol25 entry of this formula, charge and spin)	0.258	eV
HOMO-LUMO gap	5.801	eV

```
! wB97M-V def2-TZVPD RIJCOSX def2/J DEFGRID3
* xyz 0 1
Cl 2.964 -3.476 -3.843
C 1.540 -2.621 -3.445
C 1.550 -1.284 -3.222
Cl 3.006 -0.397 -3.086
C 0.337 -0.504 -2.904
O 0.428 0.647 -2.573
C -1.001 -1.204 -2.949
Cl -2.079 -0.307 -4.170
C -0.988 -2.596 -3.290
Cl -2.411 -3.494 -3.435
C 0.260 -3.388 -3.380
O 0.262 -4.625 -3.394
C -1.645 2.668 -1.878
C -2.218 2.224 -0.547
C -2.453 3.394 0.367
N -1.344 1.310 0.201
N -0.647 1.848 1.191
N 0.128 0.844 1.660
C 1.273 1.349 2.513
C 0.636 2.102 3.655
C 2.156 2.238 1.673
C -0.109 -0.310 0.975
C 0.655 -1.577 1.400
C 0.020 -2.817 0.727
C 0.490 -1.795 2.901
C 2.111 -1.512 0.948
C -0.956 -0.007 -0.078
C -1.503 -0.806 -1.202
H -2.410 3.211 -2.449
H -0.807 3.359 -1.716
H -1.296 1.827 -2.469
H -3.123 1.615 -0.698
H -3.116 4.125 -0.104
H -2.903 3.071 1.304
H -1.505 3.892 0.604
H 1.824 0.473 2.863
H 1.406 2.594 4.251
H -0.041 2.860 3.251
H 0.075 1.426 4.312
H 2.929 2.687 2.301
H 2.649 1.680 0.870
H 1.554 3.042 1.238
H 0.239 -2.855 -0.365
H 0.442 -3.737 1.189
H -1.079 -2.823 0.901
H 0.924 -0.983 3.479
H -0.580 -1.864 3.140
H 0.993 -2.733 3.171
H 2.649 -0.716 1.458
H 2.602 -2.461 1.189
H 2.177 -1.356 -0.138
H -1.612 -1.844 -0.840
H -2.452 -0.396 -1.553
*
```



No. 4
The following is a quantum chemistry calculation of one molecule with the formula C19H25ClF3N3O, from the Open Molecules 2025 dataset.

Values from the calculation:
relative energy (zero: lowest compared OMol25 entry of this formula, charge and spin)	0.137	eV
HOMO-LUMO gap	8.159	eV
structure (SMILES)	O=C(CCC(F)(F)F)N1CCC[C@H](N2CCN(c3cccc(Cl)c3)CC2)C1

```
! wB97M-V def2-TZVPD RIJCOSX def2/J DEFGRID3
* xyz 0 1
O -2.769 1.136 3.038
C -3.246 1.357 1.939
C -4.477 2.262 1.847
C -5.705 1.521 2.386
C -6.213 0.473 1.419
F -6.496 0.992 0.207
F -5.346 -0.524 1.197
F -7.347 -0.098 1.852
N -2.733 0.819 0.816
C -3.184 0.961 -0.549
C -2.096 1.636 -1.385
C -0.803 0.827 -1.322
C -0.378 0.650 0.147
N 0.837 -0.088 0.406
C 1.036 -1.373 -0.225
C 1.825 -1.310 -1.551
N 3.081 -0.613 -1.357
C 4.234 -1.306 -1.048
C 5.194 -0.824 -0.149
C 6.369 -1.514 0.076
C 6.640 -2.708 -0.569
C 5.697 -3.183 -1.464
Cl 6.000 -4.663 -2.312
C 4.521 -2.507 -1.714
C 2.835 0.713 -0.831
C 2.080 0.643 0.508
C -1.543 -0.001 0.917
H -4.279 3.102 2.516
H -4.670 2.655 0.852
H -5.449 1.020 3.322
H -6.529 2.215 2.565
H -4.111 1.527 -0.612
H -3.381 -0.042 -0.947
H -2.436 1.725 -2.418
H -1.919 2.642 -0.997
H -0.023 1.341 -1.886
H -0.972 -0.151 -1.778
H -0.233 1.647 0.578
H 1.613 -1.993 0.474
H 0.074 -1.856 -0.390
H 1.254 -0.771 -2.314
H 1.997 -2.324 -1.902
H 5.027 0.089 0.398
H 7.086 -1.118 0.781
H 7.552 -3.251 -0.387
H 3.841 -2.907 -2.448
H 2.223 1.244 -1.568
H 3.773 1.256 -0.727
H 2.709 0.115 1.235
H 1.884 1.646 0.888
H -1.281 -0.096 1.971
H -1.764 -0.994 0.514
*
```



No. 5
The following is a quantum chemistry calculation of a 2-piece molecular cluster, C19H25ClFN2O4 overall, from the Open Molecules 2025 dataset.

Values from the calculation:
HOMO-LUMO gap	8.790	eV

```
! wB97M-V def2-TZVPD RIJCOSX def2/J DEFGRID3
* xyz 1 1
Cl -3.746 0.624 4.902
C -3.067 1.880 3.766
N -2.200 1.278 2.751
C -0.959 0.564 3.352
C -0.111 0.033 2.230
N -0.753 0.431 0.984
F 0.703 -0.626 -0.653
C -0.798 1.856 0.789
C -1.702 2.418 1.856
C -2.037 -0.230 0.790
C -2.969 0.278 1.848
H -3.907 2.354 3.258
H -2.482 2.580 4.360
H -0.440 1.320 3.942
H -1.349 -0.217 3.999
H 0.910 0.449 2.232
H -0.027 -1.067 2.241
H 0.233 2.239 0.860
H -1.164 2.061 -0.230
H -2.600 2.894 1.455
H -1.199 3.120 2.523
H -2.386 0.001 -0.231
H -1.864 -1.319 0.856
H -3.335 -0.502 2.508
H -3.810 0.836 1.436
C -1.510 -1.518 -4.493
C -0.697 -1.438 -3.216
C -1.417 -1.992 -2.022
O 0.536 -2.127 -3.445
C 1.505 -2.027 -2.486
O 2.357 -2.825 -2.490
C 1.502 -0.705 -1.677
C 2.837 -0.454 -0.978
C 3.192 0.848 -0.683
C 4.496 1.126 -0.306
C 5.425 0.093 -0.157
C 4.996 -1.235 -0.277
C 3.683 -1.520 -0.629
C 0.744 0.401 -2.478
O 0.971 1.561 -2.278
O -0.408 -0.015 -3.035
H -0.879 -1.195 -5.321
H -1.819 -2.557 -4.639
H -2.386 -0.872 -4.416
H -0.798 -1.803 -1.151
H -2.384 -1.479 -1.945
H -1.578 -3.071 -2.166
H 2.469 1.667 -0.796
H 4.766 2.166 -0.092
H 6.462 0.332 0.099
H 5.673 -2.069 -0.064
H 3.324 -2.547 -0.683
*
```



No. 6
The following is a quantum chemistry calculation of one molecule with the formula C19H25ClN2O3, from the Open Molecules 2025 dataset.

Values from the calculation:
relative energy (zero: lowest compared OMol25 entry of this formula, charge and spin)	0.918	eV
HOMO-LUMO gap	8.936	eV
structure (SMILES)	Cc1cc(Cl)c2oc(C(=O)NCCN3CCCC[C@H]3CO)c(C)c2c1

```
! wB97M-V def2-TZVPD RIJCOSX def2/J DEFGRID3
* xyz 0 1
C -7.052 -1.310 -0.033
C -5.604 -0.948 0.098
C -4.681 -1.964 0.389
C -3.334 -1.703 0.525
Cl -2.203 -2.959 0.877
C -2.903 -0.392 0.369
O -1.650 0.091 0.458
C -1.737 1.439 0.215
C -0.488 2.227 0.230
O -0.435 3.396 -0.110
N 0.576 1.526 0.678
C 1.930 2.012 0.602
C 2.759 1.107 -0.325
N 2.642 -0.285 0.100
C 2.065 -1.155 -0.913
C 3.034 -1.456 -2.062
C 4.329 -2.055 -1.516
C 4.914 -1.151 -0.432
C 3.848 -0.910 0.644
C 4.374 -0.136 1.855
O 3.429 -0.107 2.895
C -3.025 1.829 -0.029
C -3.522 3.195 -0.329
C -3.816 0.638 0.071
C -5.174 0.354 -0.063
H -7.653 -0.432 -0.252
H -7.415 -1.759 0.890
H -7.190 -2.036 -0.833
H -5.033 -2.977 0.508
H 0.471 0.537 0.854
H 1.889 3.030 0.208
H 2.365 2.040 1.606
H 2.371 1.220 -1.340
H 3.795 1.456 -0.327
H 1.152 -0.692 -1.296
H 1.783 -2.093 -0.422
H 2.564 -2.146 -2.765
H 3.261 -0.532 -2.599
H 5.050 -2.191 -2.325
H 4.118 -3.038 -1.086
H 5.792 -1.617 0.016
H 5.225 -0.199 -0.868
H 3.522 -1.890 1.021
H 4.666 0.886 1.573
H 5.257 -0.640 2.256
H 2.565 0.046 2.491
H -4.230 3.512 0.436
H -2.688 3.889 -0.363
H -4.038 3.202 -1.289
H -5.873 1.144 -0.288
*
```